(w)
The following is a quantum chemistry calculation of a gas-phase ion, C2H2NO2S2 (charge -1), from OMol25.

## Properties
**Molar mass**: 136.2 g mol⁻¹
**Highest occupied orbital energy (alpha / beta)**: -4.6 / -3.1 eV
**Total charge**: -1
**HOMO-LUMO gap (alpha / beta)**: 0.2883 / 0.1748 Eh

Each line ends with the Mulliken charge.
Positions of all 9 atoms, in Å:
1 C 0.05 -0.73 -0.66  0.497
2 C 1.10 0.14 0.19  -0.490
3 N -1.18 -0.35 -0.42  -0.300
4 O 0.52 -1.47 -1.51  -0.588
5 O -2.69 1.44 0.08  -0.532
6 S 2.29 -0.78 1.13  -0.351
7 S -2.06 0.26 0.71  0.243
8 H 1.35 0.82 -0.55  0.324
9 H 0.63 0.68 1.04  0.197

***

(x)
The following is a quantum chemistry calculation of 2 unconnected molecules or ions with the total composition C2H2NO2S2, from OMol25.

## Properties
**Molar mass**: 136.2 g mol⁻¹
**Highest occupied orbital energy**: -2.3 eV
**Total charge**: -1
**HOMO-LUMO gap**: 0.2053 Eh

Each line ends with the Mulliken charge.
Positions of all 9 atoms, in Å:
1 C 1.32 -0.30 1.36  0.742
2 C 0.38 -0.13 -0.99  -0.775
3 N -0.67 0.55 -0.71  -0.330
4 O 1.80 0.75 1.37  -0.379
5 O 0.96 -1.37 1.56  -0.382
6 S -2.11 -0.09 -0.26  -0.033
7 S -3.35 1.41 0.05  -0.642
8 H 1.25 0.40 -1.35  0.401
9 H 0.42 -1.22 -1.03  0.398

***

Name the least stable of them. (w).

***

(w)
The following is a quantum chemistry calculation of 3 unconnected molecules or ions with the total composition C4H13NO2, from OMol25.

## Properties
**Molar mass**: 107.2 g mol⁻¹
**Highest occupied orbital energy**: -9.6 eV
**Total charge**: 0
**HOMO-LUMO gap**: 0.3829 Eh

Each line ends with the Mulliken charge.
Positions of all 20 atoms, in Å:
1 C 0.58 2.46 -1.28  -0.325
2 N 0.78 2.25 -0.05  -0.469
3 C 0.44 0.91 0.43  -0.742
4 C -1.07 0.79 0.78  -0.206
5 C -1.37 -0.66 1.22  -0.964
6 H 0.17 1.70 -1.95  0.273
7 H 0.79 3.46 -1.64  0.279
8 H 1.03 0.75 1.33  0.370
9 H 0.59 0.12 -0.31  0.403
10 H -1.65 1.06 -0.10  0.318
11 H -1.18 1.41 1.67  0.263
12 H -2.10 -0.63 2.03  0.330
13 H -0.44 -1.12 1.57  0.329
14 H -1.82 -1.29 0.45  0.158
15 O 3.95 -0.47 0.25  -0.646
16 H 4.04 0.42 -0.12  0.319
17 H 4.21 -0.38 1.17  0.313
18 O -2.24 -3.21 -1.76  -0.628
19 H -2.19 -3.72 -2.58  0.313
20 H -2.51 -3.86 -1.10  0.310

***

(x)
The following is a quantum chemistry calculation of 3 unconnected molecules or ions with the total composition C4H13NO2, from OMol25.

## Properties
**Molar mass**: 107.2 g mol⁻¹
**Highest occupied orbital energy**: -7.6 eV
**Total charge**: 0
**HOMO-LUMO gap**: 0.3064 Eh

Each line ends with the Mulliken charge.
Positions of all 20 atoms, in Å:
1 C 1.60 -1.29 -2.11  -1.682
2 C 1.32 -0.52 -0.86  1.067
3 C 1.78 -0.97 0.52  -1.085
4 C 0.88 0.76 -1.03  -0.427
5 N 0.57 1.31 -2.25  -0.473
6 H 2.15 -2.22 -2.04  0.370
7 H 2.30 -0.55 -2.61  0.340
8 H 0.73 -1.40 -2.80  0.319
9 H 2.67 -0.42 0.82  0.270
10 H 1.89 -2.12 0.45  0.328
11 H 0.95 -0.72 1.20  0.245
12 H 1.10 1.50 -0.19  0.263
13 H 0.85 2.27 -2.34  0.223
14 H 0.80 0.65 -2.98  0.250
15 O -2.28 0.41 0.26  -0.672
16 H -1.44 -0.02 0.07  0.335
17 H -2.33 0.41 1.23  0.321
18 O -2.87 0.27 4.26  -0.627
19 H -2.57 0.52 5.15  0.318
20 H -3.44 -0.49 4.46  0.318

***

Name the least stable of them. (x).